(1)
# C17H22F2IrN4

A molecular structure, C17H22F2IrN4 at a distorted geometry (the ωB97M-V functional and the def2-TZVPD basis, the OMol25 dataset).

The geometry in XYZ format:
```
46
C17H22F2IrN4, DFT the ωB97M-V functional and the def2-TZVPD basis
Ir 0.35 -0.07 0.01
N -2.77 -2.04 0.74
C -3.62 -0.80 0.39
C -3.48 -0.40 -1.08
C -2.48 0.70 -1.43
N -1.04 0.25 -1.53
C -2.56 1.87 -0.47
C -2.38 1.44 0.97
N -0.93 1.08 1.21
C -3.38 0.35 1.37
H -3.02 -2.83 0.13
H -2.96 -2.35 1.70
H -1.76 -1.91 0.66
H -4.62 -1.19 0.55
H -4.45 0.02 -1.35
H -3.37 -1.27 -1.73
H -2.73 1.05 -2.43
H -0.57 0.99 -2.06
H -0.97 -0.56 -2.15
H -3.52 2.37 -0.58
H -1.81 2.63 -0.73
H -2.57 2.29 1.62
H -0.80 0.75 2.16
H -0.44 1.98 1.20
H -4.34 0.87 1.43
H -3.21 -0.01 2.39
F 2.91 4.32 -1.43
C 3.02 3.07 -1.05
C 1.84 2.36 -0.79
C 1.96 1.04 -0.40
C 3.20 0.41 -0.26
C 4.34 1.17 -0.53
F 5.53 0.61 -0.41
C 4.27 2.50 -0.93
C 3.15 -0.99 0.17
C 4.20 -1.85 0.39
C 3.94 -3.16 0.80
C 2.62 -3.58 0.98
C 1.61 -2.68 0.75
N 1.86 -1.42 0.36
H 0.89 2.87 -0.91
H 5.16 3.06 -1.14
H 5.21 -1.51 0.25
H 4.76 -3.84 0.98
H 2.39 -4.59 1.30
H 0.57 -2.96 0.88
```

Calculated values
total charge = +3
max |F| = 1.17 eV/Å
E_LUMO = -11.388 eV

=====

(2)
# C17H22GeN4SSn

A molecular structure, C17H22GeN4SSn at a distorted geometry (the ωB97M-V functional and the def2-TZVPD basis, the OMol25 dataset).

The geometry in XYZ format:
```
46
C17H22GeN4SSn, DFT the ωB97M-V functional and the def2-TZVPD basis
Sn -0.03 0.50 -0.70
N -2.81 -1.79 2.10
C -1.88 -0.94 1.67
S -0.51 -1.76 0.73
N -1.92 0.32 1.87
N -0.89 1.06 1.35
C -0.37 2.00 2.07
C -0.92 2.40 3.37
C -2.24 2.86 3.44
C -2.76 3.24 4.67
C -1.99 3.13 5.82
C -0.69 2.65 5.75
C -0.15 2.30 4.53
C 0.90 2.56 1.56
C 1.57 3.59 2.19
C 2.82 3.97 1.73
C 3.36 3.34 0.63
C 2.61 2.35 0.01
N 1.42 1.96 0.47
H -2.78 -2.76 1.85
H -3.63 -1.44 2.57
H -2.83 2.94 2.54
H -3.77 3.63 4.72
H -2.41 3.42 6.77
H -0.10 2.55 6.65
H 0.86 1.90 4.47
H 1.11 4.09 3.03
H 3.37 4.77 2.23
H 4.33 3.61 0.24
H 2.98 1.85 -0.88
C 2.33 -4.36 2.18
Ge 1.80 -2.72 3.10
C 3.32 -1.55 3.56
C 0.52 -2.94 4.56
C 0.99 -1.41 1.75
H 2.83 -5.02 2.89
H 3.02 -4.15 1.37
H 1.47 -4.89 1.79
H 3.94 -2.03 4.33
H 2.99 -0.59 3.95
H 3.96 -1.38 2.69
H 1.00 -3.51 5.36
H -0.36 -3.50 4.24
H 0.21 -1.98 4.97
H 1.79 -1.20 1.04
H 0.80 -0.50 2.33
```

Calculated values
total charge = +2
max |F| = 1.08 eV/Å
E_LUMO = -7.908 eV

=====

(3)
# C17H22IrN4O3

A molecular structure, C17H22IrN4O3 at a distorted geometry (the ωB97M-V functional and the def2-TZVPD basis, the OMol25 dataset).

The geometry in XYZ format:
```
47
C17H22IrN4O3, DFT the ωB97M-V functional and the def2-TZVPD basis
N 0.19 -1.16 -4.17
C 0.05 -0.97 -5.32
C 0.07 -0.72 -6.75
H 0.91 -0.04 -6.95
H -0.87 -0.26 -7.12
H 0.23 -1.66 -7.30
N -3.50 -0.77 2.77
C -4.52 -0.30 3.06
C -5.78 0.31 3.46
H -6.16 0.76 2.51
H -5.48 1.16 4.10
H -6.49 -0.39 3.93
N 3.61 1.78 1.51
C 4.39 2.61 1.76
C 5.40 3.65 1.88
H 6.15 3.43 2.63
H 4.93 4.60 2.13
H 5.87 3.73 0.90
Ir -0.80 0.16 0.45
C 0.07 -0.44 2.02
O 0.59 -0.79 3.00
C -1.28 -1.57 -0.19
O -1.60 -2.62 -0.59
C -1.73 1.17 -1.34
C -0.35 1.46 -1.45
C 0.31 2.04 -0.38
C -0.37 2.31 0.81
C -1.76 2.09 0.90
C -2.43 1.56 -0.20
H -2.17 0.55 -2.12
H 0.17 1.18 -2.36
H 1.39 2.22 -0.42
H 0.24 2.58 1.69
H -2.30 2.28 1.82
H -3.50 1.35 -0.11
C 3.97 -0.93 -2.04
N 3.22 -1.76 -1.10
C 3.74 -3.08 -0.76
C 2.07 -1.24 -0.62
O 1.71 -0.10 -0.98
H 4.87 -1.51 -2.31
H 4.24 0.03 -1.57
H 3.35 -0.70 -2.92
H 3.88 -3.19 0.32
H 3.03 -3.87 -1.05
H 4.69 -3.19 -1.30
H 1.50 -1.88 0.10
```

Calculated values
total charge = +4
max |F| = 9.24 eV/Å
⟨S²⟩ = 8.79
multiplicity = 6
E_LUMO (alpha / beta) = -12.285 / -19.149 eV

=====

(4)
# C17H22N2O3S

A single C17H22N2O3S molecule at a distorted geometry (the ωB97M-V functional and the def2-TZVPD basis, the OMol25 dataset).

The geometry in XYZ format:
```
45
C17H22N2O3S, DFT the ωB97M-V functional and the def2-TZVPD basis
C 4.67 3.07 0.81
O 3.91 3.05 -0.52
C 2.72 2.13 -0.52
C 3.20 0.68 -0.47
H 4.00 0.52 -1.43
H 3.81 0.46 0.56
C 2.08 -0.11 -0.38
N 1.05 -0.02 0.42
S -0.54 -0.03 -0.04
O -1.41 0.11 1.17
O -0.89 -1.15 -0.90
C -0.68 1.53 -0.81
C -2.06 1.95 -1.28
C -2.69 1.26 -2.31
C -3.92 1.34 -2.80
C -4.81 1.96 -1.66
C -4.38 2.60 -0.57
C -3.04 2.43 -0.17
H -2.87 2.70 0.62
H -5.15 2.85 0.24
H -5.85 1.93 -2.12
H -4.28 0.89 -3.42
H -1.98 0.78 -2.96
H -0.43 2.38 0.19
H -0.11 1.49 -1.82
C 1.16 -0.70 1.72
C 1.07 -2.03 1.50
N 1.88 -3.01 1.01
C 1.86 -4.13 0.85
C 0.56 -4.74 0.97
C -0.53 -4.18 1.42
C -0.21 -2.77 1.65
H -1.12 -2.15 2.18
H -1.34 -4.45 1.59
H 0.53 -5.81 0.67
H 2.50 -4.82 0.37
H 2.28 -0.60 1.90
H 0.49 -0.25 2.75
H 2.24 -1.32 -0.51
H 1.46 -0.16 -1.34
H 2.32 2.53 -1.28
H 2.28 2.33 0.67
H 5.56 3.83 0.70
H 4.17 3.35 1.60
H 5.33 1.97 0.94
```

Calculated values
total charge = 0
max |F| = 19.97 eV/Å
structure (SMILES) = COCCCN(Cc1ccccn1)S(=O)(=O)Cc1ccccc1
E_LUMO = 0.264 eV